No. 1
20
Properties=species:S:1:pos:R:3 method="wB97M-V/def2-TZVPD" spin_multiplicity=2 gap_ev="6.214 / 6.088" e_tot_ev=-8370.71065 s2=0.757 lumo_energy_ha="0.0252 / 0.0236" e_above_lowest_ev=3.5712
C 2.4946 -0.2638 -0.0098
C 1.7305 1.0187 -0.3060
C 0.4196 0.6855 -1.0074
C -0.9154 0.9100 -0.5458
N -1.6502 -0.2171 0.0779
C -3.0651 -0.1027 0.4039
N 1.6167 -1.2813 0.5851
H 2.8620 -0.6333 -0.9701
H 3.3521 -0.1183 0.6579
H 1.4269 1.4867 0.6366
H 2.1936 1.7651 -0.9461
H 0.5547 0.0475 -1.8958
H -1.5285 1.7403 -0.7901
H -1.1409 -0.4961 0.9268
H -3.6116 0.2436 -0.4722
H -3.4118 -1.0827 0.7338
H -3.2256 0.5757 1.2313
H 1.1469 -1.0644 1.4494
H 2.1646 -2.1237 0.6724
H -1.4129 -1.0896 -0.4317

***

No. 2
71
Properties=species:S:1:pos:R:3 method="wB97M-V/def2-TZVPD" total_charge=-2 gap_ev=3.434 e_tot_ev=-105602.52731 lumo_energy_ha=0.1307 e_above_lowest_ev=1.7200
K 1.8434 0.2968 -0.1998
O 1.3404 4.1800 1.5537
C 0.7310 3.4135 0.8004
O 0.8335 2.1423 0.6952
C -0.2695 3.9382 -0.2583
P -0.4233 2.4378 -1.3305
C -1.8969 1.6231 -0.5280
C -3.1698 2.1977 -0.5980
C -4.2763 1.5798 -0.0327
C -4.1360 0.3584 0.6168
C -2.8815 -0.2200 0.7158
C -1.7740 0.4117 0.1599
C -1.3256 3.0700 -2.8548
C -1.9580 2.1462 -3.7028
C -2.4585 2.5151 -4.9427
C -2.3397 3.8297 -5.3880
C -1.7148 4.7612 -4.5714
C -1.2144 4.3830 -3.3254
H 0.1312 4.8155 -0.7615
H -1.2111 4.2029 0.2245
H -3.2929 3.1495 -1.1032
H -5.2473 2.0603 -0.0811
H -4.9936 -0.1164 1.0781
H -2.7484 -1.1358 1.2795
H -0.7987 -0.0280 0.3249
H -2.0513 1.1135 -3.3807
H -2.9349 1.7712 -5.5721
H -2.7261 4.1202 -6.3580
H -1.6165 5.7905 -4.9012
H -0.7341 5.1330 -2.7061
Cl 5.3092 -6.4891 1.1260
C 4.6486 -5.0056 0.4464
C 4.2580 -4.9943 -0.8590
C 3.7035 -3.8361 -1.4271
I 3.0979 -3.8805 -3.4333
C 3.4879 -2.6277 -0.7145
O 2.9086 -1.6177 -1.1784
C 3.9987 -2.6559 0.6740
N 3.9162 -1.4893 1.3641
C 4.2809 -1.4666 2.6187
C 4.7747 -2.6034 3.2921
C 4.9091 -3.7726 2.6099
C 4.5292 -3.8398 1.2517
H 4.3753 -5.8881 -1.4558
H 4.1688 -0.5186 3.1384
H 5.0373 -2.5378 4.3407
H 5.2932 -4.6607 3.0969
Cl -4.5124 1.8255 3.9507
C -2.8352 1.2545 3.8176
C -2.5556 -0.1046 3.7984
C -1.2539 -0.5566 3.6741
C -0.1191 0.3310 3.5592
C 1.1834 -0.1377 3.3908
C -0.4739 1.7315 3.5947
C -1.7770 2.1652 3.7092
H -3.3760 -0.8124 3.8774
H -1.0654 -1.6291 3.6552
H 1.3614 -1.2101 3.3074
H 2.0432 0.5269 3.3408
H 0.3162 2.4640 3.4566
H -1.9922 3.2282 3.6962
N -0.9441 -3.6285 -1.8630
C -0.1180 -2.4761 -1.4958
C -0.1124 -1.4033 -2.5715
O -0.7268 -1.7485 -3.7142
O 0.4086 -0.3296 -2.4149
H -0.4718 -4.4946 -1.6512
H -1.0325 -2.6623 -3.5502
H -1.8257 -3.6195 -1.3708
H 0.9262 -2.7622 -1.3778
H -0.4303 -2.0085 -0.5625

***

No. 3
50
Properties=species:S:1:pos:R:3 method="wB97M-V/def2-TZVPD" spin_multiplicity=4 gap_ev="3.982 / 3.784" e_tot_ev=-68414.25364 s2=3.791 lumo_energy_ha="-0.0298 / -0.0370" e_above_lowest_ev=0.3351
P 2.0146 0.2116 -1.3386
P -0.5972 -2.0789 0.6887
C 1.7599 -1.5269 -0.8053
C 0.3000 -2.0666 -0.8638
H 2.1968 -1.6811 0.1960
H 2.3478 -2.1387 -1.5110
H -0.3169 -1.5442 -1.6203
H 0.3195 -3.1173 -1.2071
C 0.2881 -3.0938 1.9159
H -0.1832 -2.9757 2.9021
H 1.3471 -2.8193 1.9935
H 0.2063 -4.1497 1.6302
C -2.0735 -3.1242 0.4248
H -1.7755 -4.1768 0.4797
H -2.5252 -2.9265 -0.5549
H -2.8312 -2.9421 1.1961
C 3.5632 0.8869 -0.7916
H 3.6370 1.9456 -1.0695
H 4.3446 0.3128 -1.3191
H 3.7034 0.7555 0.2881
C 2.1326 -0.0371 -3.1449
H 1.2914 -0.6377 -3.5190
H 3.0705 -0.5581 -3.3656
H 2.1493 0.9264 -3.6701
V 0.5721 3.4739 2.4781
C -1.9552 -0.5453 0.9016
C -0.6263 -0.5475 1.5198
C 0.4965 0.5641 1.2832
C 0.3364 1.6794 0.2387
C 0.4753 1.1929 -1.3098
C -0.6912 0.7006 -1.9884
C -2.0163 0.4576 -1.4553
C -2.4093 0.5632 0.0426
C -1.4208 4.0870 1.7396
H -2.7651 -0.8761 1.5932
H -0.6299 -0.7651 2.6082
H 1.5270 0.1294 1.1606
H 0.5703 1.0328 2.2868
H -0.6055 2.2166 0.4069
H 1.1496 2.4283 0.4192
H 0.8208 2.0789 -1.8868
H -0.6193 0.7151 -3.0855
H -2.3158 -0.5559 -1.7830
H -2.6941 1.1551 -1.9745
H -2.1880 1.5635 0.4534
H -3.5158 0.5392 0.0737
H -2.3289 3.7401 2.2478
H -1.6181 3.9775 0.6662
H -1.3118 5.1586 1.9689
I -0.6058 2.3921 4.4604